{
  "formula": "C46H39Co2NO6PS",
  "method": "ωB97M-V/def2-TZVPD",
  "max_force_ev_per_a": 4.1,
  "lumo_ev": 2.160,
  "homo_lumo_gap_ev": 4.64,
  "total_charge": -1,
  "elements": ["C", "O", "C", "C", "C", "C", "C", "C", "C", "C", "N", "C", "C", "C", "C", "C", "S", "H", "H", "H", "H", "H", "H", "H", "H", "H", "H", "H", "H", "H", "H", "H", "H", "H", "O", "C", "Co", "C", "O", "C", "O", "C", "C", "C", "C", "C", "C", "C", "C", "C", "Co", "C", "O", "C", "O", "P", "C", "C", "C", "C", "C", "C", "C", "C", "C", "C", "C", "C", "C", "C", "C", "C", "C", "C", "H", "H", "H", "H", "H", "H", "H", "H", "H", "H", "H", "H", "H", "H", "H", "H", "H", "H", "H", "H", "H", "H"],
  "coordinates": [[0.683, 5.130, -5.838], [0.742, 4.343, -4.615], [0.766, 2.976, -4.710], [-0.536, 2.317, -4.801], [-0.874, 1.567, -5.943], [-2.080, 0.867, -5.971], [-2.955, 0.942, -4.883], [-2.660, 1.770, -3.792], [-1.475, 2.497, -3.766], [2.036, 2.403, -4.788], [2.359, 1.066, -4.714], [1.367, 0.025, -4.485], [3.705, 0.796, -4.824], [4.195, -0.613, -4.866], [4.460, 1.930, -4.848], [5.943, 2.030, -4.835], [3.500, 3.363, -4.859], [0.631, 6.166, -5.495], [1.590, 4.966, -6.437], [-0.215, 4.868, -6.415], [-0.161, 1.543, -6.771], [-2.324, 0.254, -6.842], [-3.879, 0.365, -4.889], [-3.352, 1.849, -2.952], [-1.222, 3.175, -2.946], [1.861, -0.842, -4.031], [0.593, 0.380, -3.792], [0.900, -0.298, -5.427], [5.274, -0.595, -5.045], [4.038, -1.158, -3.924], [3.742, -1.202, -5.677], [6.404, 1.038, -4.869], [6.302, 2.607, -5.698], [6.296, 2.539, -3.925], [-4.604, -3.664, 1.335], [-3.774, -2.892, 1.566], [-2.402, -1.874, 1.846], [-2.448, -0.932, 0.337], [-2.683, -0.270, -0.587], [-3.324, -0.859, 2.961], [-4.029, -0.165, 3.564], [-1.288, -2.931, 2.771], [-1.129, -3.088, 1.357], [-1.063, -4.048, 0.360], [-1.411, -3.756, -1.004], [-2.236, -4.626, -1.770], [-2.654, -4.258, -3.042], [-2.206, -3.065, -3.626], [-1.351, -2.228, -2.904], [-0.969, -2.560, -1.609], [-0.018, -1.789, 2.203], [0.675, -0.760, 0.982], [1.238, -0.064, 0.238], [1.421, -2.543, 2.814], [2.418, -2.948, 3.250], [-0.040, -0.336, 3.867], [-0.787, 1.284, 3.491], [-0.887, 2.282, 4.474], [-1.498, 3.500, 4.156], [-1.972, 3.739, 2.860], [-1.832, 2.761, 1.875], [-1.239, 1.541, 2.194], [-0.936, -1.010, 5.308], [-2.031, -0.356, 5.881], [-2.771, -0.988, 6.882], [-2.419, -2.269, 7.318], [-1.294, -2.902, 6.785], [-0.549, -2.276, 5.781], [1.567, 0.140, 4.615], [1.911, -0.133, 5.948], [3.219, 0.082, 6.393], [4.176, 0.623, 5.531], [3.813, 0.982, 4.229], [2.510, 0.759, 3.775], [-1.330, -3.647, 3.566], [-0.890, -5.081, 0.662], [-2.568, -5.562, -1.317], [-3.335, -4.899, -3.601], [-2.513, -2.787, -4.637], [-0.985, -1.301, -3.347], [-0.264, -1.936, -1.050], [-0.507, 2.091, 5.481], [-1.604, 4.258, 4.931], [-2.453, 4.688, 2.620], [-2.183, 2.932, 0.856], [-1.141, 0.774, 1.419], [-2.288, 0.652, 5.560], [-3.631, -0.470, 7.307], [-3.021, -2.769, 8.078], [-0.990, -3.889, 7.134], [0.325, -2.778, 5.354], [1.162, -0.524, 6.638], [3.483, -0.184, 7.418], [5.199, 0.775, 5.878], [4.546, 1.430, 3.559], [2.227, 1.055, 2.762]],
  "forces_ev_per_a": [[-0.1, -0.9, 0.7], [0.2, 1.5, 0.0], [2.4, -0.7, -0.9], [-0.5, 0.0, -0.3], [-0.1, 0.1, 0.6], [0.0, 0.0, 0.1], [0.1, 0.0, -0.1], [-0.1, 0.2, -0.1], [0.2, -0.4, -0.4], [-2.5, 0.8, 0.4], [-0.7, -0.5, -0.2], [0.2, -0.3, 0.1], [0.9, 1.0, 0.2], [0.4, -0.2, 0.0], [0.2, -1.8, -0.1], [0.3, 0.2, -0.1], [-0.5, 0.5, 0.2], [0.0, -0.1, -0.2], [-0.2, 0.1, 0.1], [0.2, 0.1, 0.1], [-0.3, -0.1, 0.2], [0.0, 0.2, 0.3], [0.2, 0.1, 0.0], [0.2, -0.1, -0.3], [-0.1, -0.4, -0.2], [-0.2, 0.3, -0.1], [0.3, -0.1, -0.3], [0.0, 0.1, 0.3], [-0.2, -0.1, 0.0], [-0.1, 0.2, -0.2], [0.0, 0.3, 0.2], [-0.1, 0.3, 0.0], [0.1, -0.1, 0.2], [0.0, -0.1, -0.2], [1.0, 1.4, 0.4], [-1.5, -2.7, -0.8], [-2.2, 3.3, -1.2], [-1.3, 1.7, -1.6], [0.8, -1.1, 1.5], [-0.6, 2.1, 1.4], [0.6, -1.1, -0.7], [1.0, -3.4, -0.6], [0.5, -3.1, 0.8], [0.1, -0.1, 0.5], [0.1, -0.2, -0.2], [0.2, 0.4, 0.0], [0.3, 0.0, -0.1], [0.0, 0.2, 0.0], [-0.1, -0.1, 0.1], [0.1, -0.2, -0.3], [1.5, 3.1, 0.7], [1.5, 1.0, -1.4], [-0.9, -0.8, 0.8], [1.3, -1.2, 0.0], [-1.1, 0.5, -0.3], [0.0, -0.2, 0.0], [0.0, 0.4, 0.3], [-0.3, 0.2, -0.5], [0.1, -0.2, 0.0], [0.0, -0.2, 0.1], [0.1, 0.1, 0.2], [0.0, 0.0, -0.1], [-0.2, 0.2, 0.2], [0.2, -0.3, 0.3], [0.1, -0.1, 0.0], [0.0, 0.2, -0.1], [0.2, 0.2, -0.2], [-0.4, 0.0, 0.2], [0.1, 0.5, 0.3], [0.3, 0.0, -0.3], [-0.1, 0.1, -0.2], [-0.2, -0.1, 0.0], [-0.3, 0.0, 0.1], [0.3, -0.2, 0.3], [-0.3, -0.3, 0.3], [-0.2, 0.0, -0.1], [0.0, 0.2, -0.1], [0.1, 0.0, 0.1], [0.0, -0.1, 0.3], [-0.1, -0.2, 0.0], [-0.4, -0.2, -0.3], [-0.1, 0.1, -0.3], [0.0, -0.1, -0.2], [0.1, -0.2, 0.1], [0.1, 0.0, 0.3], [0.0, 0.4, 0.6], [-0.1, -0.4, 0.0], [0.2, -0.2, -0.1], [0.2, 0.1, -0.2], [-0.1, 0.2, -0.1], [-0.4, 0.2, 0.1], [0.3, 0.0, -0.2], [0.0, 0.1, -0.2], [-0.3, 0.0, -0.1], [-0.2, -0.1, 0.2], [0.1, -0.2, 0.2]],
  "mulliken_charge": [-0.6889, -0.5227, -0.1841, 0.1468, -0.0233, -0.5865, -0.4887, -0.4542, -0.3734, 0.5404, 0.1610, -1.2739, -0.0387, -1.6629, 1.3679, -1.3845, -0.3298, 0.2573, 0.2616, 0.2547, 0.4892, 0.3773, 0.3890, 0.3400, 0.4363, 0.5435, 0.3148, 0.2775, 0.3383, 0.3025, 0.3257, 0.3412, 0.2767, 0.2860, -0.4174, -0.0355, 0.6757, 0.1846, -0.4566, 0.7391, -0.4480, -0.5334, 1.1644, -2.0316, 0.4371, -0.6182, -0.4135, -0.6772, 0.0717, -0.7383, 0.9519, 0.1593, -0.5370, -0.1327, -0.4636, 1.1694, -0.0629, -0.6043, -0.7823, -0.6185, -0.9680, 0.3221, 0.4821, -0.7683, -0.5383, -0.7109, -0.6315, -0.5538, 0.6484, -0.2340, -0.6159, -0.5235, -0.6029, -0.4437, 0.5350, 0.3486, 0.3791, 0.3401, 0.4009, 0.4150, 0.5482, 0.5139, 0.3737, 0.3715, 0.5242, -0.2716, 0.4388, 0.3757, 0.3459, 0.4060, 0.3926, 0.2880, 0.3879, 0.3499, 0.3827, 0.2938]
}



{
  "formula": "C8H19N3O",
  "method": "ωB97M-V/def2-TZVPD",
  "max_force_ev_per_a": 1.7,
  "lumo_ev": 0.881,
  "homo_lumo_gap_ev": 9.37,
  "de_lowest_kcal_mol": 14.90,
  "elements": ["C", "N", "C", "C", "C", "N", "H", "H", "H", "H", "H", "H", "H", "H", "H", "H", "H", "H", "C", "C", "N", "C", "C", "O", "H", "H", "H", "H", "H", "H", "H"],
  "coordinates": [[-1.176, -2.496, 0.457], [-0.281, -2.391, -0.685], [-1.036, -1.869, -1.859], [-1.158, -0.351, -1.916], [-1.376, 0.155, -3.323], [-2.115, 0.191, -0.939], [-0.574, -2.605, 1.361], [-1.837, -1.628, 0.552], [-1.835, -3.385, 0.389], [-0.036, -3.381, -0.879], [-2.048, -2.303, -1.875], [-0.506, -2.209, -2.760], [-0.140, -0.012, -1.684], [-2.400, -0.077, -3.679], [-0.644, -0.292, -4.006], [-1.225, 1.238, -3.442], [-3.055, -0.086, -1.183], [-2.109, 1.195, -0.950], [0.627, 1.061, 0.528], [1.188, 0.780, 1.698], [2.047, 1.542, 2.463], [2.601, 2.755, 1.889], [2.302, 1.049, 3.734], [1.662, 0.198, 4.321], [-0.124, 0.383, 0.118], [0.855, 1.937, -0.066], [0.959, -0.161, 2.239], [3.208, 2.544, 1.002], [1.821, 3.486, 1.612], [3.239, 3.219, 2.655], [3.165, 1.515, 4.229]],
  "forces_ev_per_a": [[-0.4, -0.4, 0.8], [-0.6, -0.4, -0.8], [0.1, -0.7, 0.1], [0.9, 0.4, 0.0], [-0.6, 0.0, -1.0], [0.4, -0.6, -0.1], [-0.2, 0.1, 0.1], [0.4, -0.1, 0.0], [0.1, 0.2, 0.0], [0.1, 1.1, -0.2], [0.0, -0.1, -0.2], [-0.2, 0.2, 0.2], [-0.3, 0.1, 0.4], [0.5, 0.0, 0.0], [-0.2, -0.1, 0.0], [-0.2, -0.2, 0.4], [-0.2, -0.2, -0.1], [0.1, 0.4, 0.0], [-0.1, -0.1, -0.1], [-1.1, -1.3, 0.4], [0.1, -0.3, 0.0], [0.5, 0.3, 0.7], [0.0, 0.4, 0.5], [0.4, 0.3, -0.8], [0.6, 0.2, 0.5], [0.0, 0.2, 0.2], [-0.1, 0.7, -0.6], [-0.1, -0.1, 0.1], [0.1, -0.4, 0.2], [-0.1, -0.1, -0.3], [0.1, 0.3, -0.2]],
  "mulliken_charge": [-0.9652, -0.4013, -0.7829, 0.6133, -1.7033, -0.5402, 0.2714, 0.3142, 0.3692, 0.2675, 0.3059, 0.4521, 0.1376, 0.3405, 0.3888, 0.3834, 0.2667, 0.2216, -0.3624, -0.0389, 0.1388, -0.9801, 0.1274, -0.5430, -0.1664, 0.2311, 0.3901, 0.3412, 0.3101, 0.3165, 0.2962]
}



{
  "formula": "C10H9N2O5Sr",
  "method": "ωB97M-V/def2-TZVPD",
  "max_force_ev_per_a": 4.1,
  "lumo_ev": [-3.769, -3.769],
  "homo_lumo_gap_ev": [5.64, 5.64],
  "total_charge": 1,
  "elements": ["O", "C", "Sr", "O", "C", "C", "O", "C", "O", "C", "O", "H", "C", "C", "C", "C", "N", "N", "C", "H", "H", "H", "H", "H", "H", "H", "H"],
  "coordinates": [[-1.301, -4.647, 4.372], [-1.353, -4.046, 3.399], [-0.964, -1.225, -0.204], [0.889, -0.581, 3.287], [0.292, -0.895, 2.365], [-2.564, -3.326, -0.717], [-2.027, -2.902, -1.723], [-2.925, -0.846, 1.772], [-3.680, -0.630, 2.616], [0.912, -3.292, 0.388], [1.756, -4.060, 0.542], [-3.099, -4.308, -0.632], [3.204, 3.058, -0.602], [1.932, 2.321, -0.692], [0.830, 2.603, -1.509], [-0.116, 1.583, -1.284], [0.359, 0.764, -0.314], [1.621, 1.213, 0.009], [-1.499, 1.372, -1.832], [3.681, 3.043, -1.591], [2.968, 4.098, -0.341], [3.870, 2.617, 0.147], [0.738, 3.408, -2.223], [2.170, 0.746, 0.736], [-2.156, 2.246, -1.666], [-1.448, 1.172, -2.915], [-2.087, 0.517, -1.388]],
  "forces_ev_per_a": [[-0.2, 1.4, -2.4], [0.2, -1.4, 2.4], [-1.5, -2.3, -0.1], [-1.5, -0.8, -2.3], [1.6, 0.8, 2.5], [0.1, 0.7, 3.5], [0.6, 0.0, -1.9], [-2.3, 1.0, 2.7], [2.3, -0.9, -2.7], [3.1, -2.7, 0.4], [-2.9, 2.5, -0.4], [0.0, 0.1, -1.2], [0.2, 0.2, 0.0], [-1.2, -0.2, -0.5], [0.0, -0.5, -0.1], [1.0, 0.1, 1.6], [1.0, 0.7, -0.2], [-0.9, 0.2, -0.4], [-0.7, -0.2, -0.3], [0.1, 0.1, 0.4], [0.3, -0.2, 0.0], [0.0, 0.2, -0.2], [0.1, 0.0, 0.1], [-0.4, 0.4, -0.6], [0.5, -0.3, -0.1], [-0.1, 0.2, 0.4], [0.6, 0.9, -0.4]],
  "mulliken_charge": [-0.2041, 0.1986, 1.8492, -0.0904, 0.1049, -0.2314, -0.5150, -0.0267, -0.0448, -0.0567, -0.0247, 0.1816, -1.0715, 0.6857, -0.9251, 0.5812, -0.4333, -0.2497, -1.0606, 0.2985, 0.3083, 0.3180, 0.4050, 0.1858, 0.2766, 0.2687, 0.2720]
}